1.
{
  "formula": "C30H31FN2O",
  "method": "wB97M-V/def2-TZVPD",
  "total_charge": 0,
  "molar_mass_g_mol": 454.6,
  "e_homo_ev": -7.78,
  "max_force_ev_per_a": 0.761,
  "energy_ha": -1446.42350,
  "homo_lumo_gap_ev": 8.55,
  "e_above_lowest_kcal_mol": 0.0,
  "elements": ["C", "O", "N", "C", "H", "H", "C", "H", "H", "H", "H", "H", "C", "C", "C", "F", "C", "C", "C", "C", "C", "C", "H", "H", "H", "H", "H", "C", "N", "H", "H", "H", "H", "H", "H", "C", "C", "H", "H", "H", "C", "C", "H", "H", "H", "H", "H", "H", "C", "C", "C", "C", "C", "C", "C", "H", "C", "C", "H", "H", "H", "C", "C", "C", "C"],
  "positions_angstrom": [[0.46, 0.32, 0.99], [1.26, 1.26, 3.09], [2.17, -1.39, 0.86], [-2.34, -1.11, -0.83], [0.82, 5.17, -1.00], [0.73, -1.28, 2.41], [0.46, 5.38, 1.10], [3.58, -2.89, 0.73], [-2.61, -4.00, 0.98], [3.02, 1.07, 0.24], [-1.52, 1.61, -0.85], [-3.56, 0.65, -0.56], [-4.00, -0.90, 0.85], [0.44, 4.77, 2.35], [2.49, -2.81, 0.84], [-0.98, 3.88, -4.67], [1.43, 1.30, 1.67], [-3.74, -2.20, 1.28], [-1.08, -2.97, -1.29], [0.83, -1.12, 1.32], [0.81, 4.67, -0.04], [-1.40, 0.36, -2.60], [4.13, -0.85, 1.32], [0.20, 6.43, 1.02], [-0.07, -1.98, -2.97], [2.54, -4.10, -0.90], [-4.30, -2.60, 2.12], [-0.44, -4.31, -1.17], [-1.52, -0.84, -1.90], [0.52, 0.47, -0.09], [-0.56, 0.53, 1.33], [0.11, -3.96, 0.88], [0.05, -4.58, -2.11], [-0.13, 2.41, 4.09], [0.13, -1.78, 0.81], [-2.09, -2.44, -0.42], [2.87, 0.89, 1.30], [-1.21, -5.06, -0.97], [2.21, -3.31, 1.77], [3.57, 1.51, 1.86], [-1.23, 0.35, -3.98], [3.11, -0.58, 1.61], [-1.30, 3.72, -2.11], [0.90, -5.36, 0.16], [1.41, 2.77, -0.84], [0.17, 5.33, 3.23], [1.52, -2.67, -1.05], [-4.77, -0.32, 1.34], [-2.80, -2.98, 0.66], [1.81, -3.48, -0.37], [0.78, 3.44, 2.42], [-1.42, 1.58, -1.92], [-0.78, -1.98, -2.17], [-3.32, -0.34, -0.21], [-1.12, 2.73, -3.99], [3.01, -0.74, 2.70], [0.85, 2.52, 3.60], [0.59, -4.33, -0.03], [-1.22, -0.59, -4.51], [-0.95, 1.53, -5.75], [1.58, 2.86, 4.35], [-1.08, 1.53, -4.68], [1.13, 2.72, 1.28], [-1.29, 2.77, -2.62], [1.14, 3.33, 0.04]]
}

***

2.
{
  "formula": "C30H31N4OS2SbW",
  "method": "wB97M-V/def2-TZVPD",
  "total_charge": 2,
  "molar_mass_g_mol": 833.3,
  "e_homo_ev": -13.43,
  "max_force_ev_per_a": 2.016,
  "energy_ha": -2559.14398,
  "homo_lumo_gap_ev": 6.06,
  "e_above_lowest_kcal_mol": 87.3,
  "elements": ["C", "H", "C", "C", "N", "O", "C", "H", "H", "C", "H", "C", "H", "H", "H", "H", "N", "C", "H", "C", "H", "H", "C", "C", "H", "S", "C", "N", "H", "C", "H", "C", "H", "C", "H", "H", "C", "H", "C", "H", "H", "C", "C", "W", "C", "Sb", "C", "H", "H", "H", "C", "H", "C", "N", "C", "H", "S", "C", "H", "C", "H", "H", "C", "H", "C", "H", "C", "C", "H", "C"],
  "positions_angstrom": [[4.58, 2.94, 1.78], [-5.42, 1.06, 1.76], [5.63, -0.18, 2.53], [-0.99, 1.73, 2.90], [-3.85, -0.28, 1.48], [0.84, 1.99, 0.88], [-4.66, 0.56, 2.37], [5.00, 5.94, 0.28], [4.24, -2.31, 5.45], [-1.97, 0.37, 4.68], [-2.21, -2.61, -2.71], [6.49, -0.67, 3.51], [-1.15, -1.67, 4.79], [1.32, 2.77, 3.87], [-2.27, -1.34, -3.94], [-4.02, 1.33, 2.79], [1.11, -0.15, -1.99], [0.45, -1.36, -3.93], [2.00, -1.76, -5.37], [-1.01, -0.68, 4.36], [0.81, -1.17, 3.45], [2.71, -1.47, 3.73], [0.33, 0.98, 3.11], [4.67, 4.92, 0.42], [6.04, 0.39, 1.71], [-1.76, 1.48, 1.15], [-2.31, -1.53, -2.87], [-2.56, -0.55, -0.35], [-6.00, -1.00, 3.03], [4.27, -0.44, 2.64], [7.55, -0.47, 3.44], [3.76, -1.23, 3.66], [-4.32, -1.10, 1.11], [1.13, 1.74, 4.19], [2.95, 2.49, -1.17], [3.69, 4.80, -1.48], [-1.96, 1.53, 4.01], [-5.88, 0.37, 4.12], [0.15, -0.77, -2.73], [-2.67, 0.22, 5.49], [0.59, 1.75, 5.13], [-5.31, -0.27, 3.45], [0.06, -0.41, 3.62], [0.41, 0.25, 0.03], [3.53, 2.97, -0.39], [3.06, 0.35, 1.10], [2.71, -0.62, -3.70], [-2.64, 2.33, 4.25], [2.09, 1.25, 4.34], [-4.56, -0.80, 4.03], [5.99, -1.43, 4.56], [3.08, 0.45, -1.87], [1.14, 1.02, 1.82], [-1.36, -0.29, -0.98], [-1.22, -0.83, -2.15], [5.55, 4.75, 2.37], [0.48, -1.81, 0.76], [2.35, -0.07, -2.48], [4.82, 2.43, 2.71], [1.75, -1.29, -4.43], [-0.32, -1.87, -4.49], [6.66, -1.81, 5.32], [3.85, 2.29, 0.78], [3.73, -0.52, -4.05], [4.63, -1.71, 4.63], [-3.28, -1.23, -2.48], [4.99, 4.25, 1.60], [-2.78, 0.07, 0.78], [-0.79, 2.79, 2.74], [3.94, 4.28, -0.57]]
}